1.
Here is a cluster of 2 separate species, C5H14NO2 in total from OMol25. Energies are from wB97M-V/def2-TZVPD.

Computed properties:
Relative energy (zero: lowest compared OMol25 entry of this formula, charge and spin) in kcal/mol: 14.8
Kohn-Sham gap in eV: 7.22

```
! RIJCOSX wB97M-V def2-TZVPD def2/J DEFGRID3
* xyz -1 1
C 0.46147 0.15147 2.41441
C -1.01191 0.57640 2.18007
C 1.30289 0.21901 1.11248
N 1.13510 -1.01433 0.34024
C 1.22013 -0.92457 -1.13938
C -0.14843 -0.69740 -1.82017
O -0.71389 0.45188 -1.34404
H 0.57350 -0.85684 2.82640
H 0.92385 0.87449 3.09747
H -1.12448 0.70420 1.08971
H -1.18276 1.52287 2.69868
H -1.73694 -0.21381 2.37066
H 1.03356 1.11190 0.54212
H 2.35798 0.37835 1.39120
H 0.28384 -1.45228 0.65738
H 1.90561 -0.11132 -1.39137
H 1.71311 -1.86706 -1.43037
H -0.89541 -1.51837 -1.59270
H 0.00915 -0.62927 -2.92611
H -2.52272 0.61439 -3.31413
H -1.52927 1.23662 -2.45493
O -2.05437 1.44365 -3.30762
*
```

Results of the Löwdin charge analysis, in e, for atoms 1 through 6: atom 1 (C): -0.2547, atom 2 (C): -0.1122, atom 3 (C): -0.2851, atom 4 (N): -0.0843, atom 5 (C): -0.2296, atom 6 (C): -0.4492

---

2.
Here is a cluster of 3 separate species, C5H14NO2 in total from OMol25. Energies are from wB97M-V/def2-TZVPD.

Computed properties:
Relative energy (zero: lowest compared OMol25 entry of this formula, charge and spin) in kcal/mol: 123.6
Kohn-Sham gap in eV: 7.23

```
! RIJCOSX wB97M-V def2-TZVPD def2/J DEFGRID3
* xyz -1 1
C 3.05482 2.22595 -0.18120
N 1.51738 -0.21451 -0.32403
C -0.80354 -1.97077 1.06430
C 0.26995 -1.50049 -0.00364
C 0.20904 0.02539 0.13312
C -0.67291 0.62198 -1.03094
O -1.93880 -0.02774 -1.20940
H 2.08102 2.24835 0.43654
H 2.72637 2.10182 -1.22298
H 3.71791 1.46179 0.10639
H 3.56640 3.25902 -0.01832
H -1.86311 -1.92001 0.68716
H -0.72075 -1.27045 1.90412
H -0.53178 -2.98650 1.42621
H -0.19780 -1.79617 -0.97268
H 1.17633 -1.96637 0.25370
H -0.16916 0.52068 1.00688
H -0.17486 0.34109 -1.93326
H -0.79710 1.68315 -0.91953
H -4.42236 -0.38338 0.57492
H -2.56938 -0.14409 -0.46113
O -3.45767 -0.30872 0.68377
*
```

Results of the Löwdin charge analysis, in e, for atoms 1 through 6: atom 1 (C): -0.0942, atom 2 (N): 0.0988, atom 3 (C): -0.0665, atom 4 (C): -0.2484, atom 5 (C): -0.4319, atom 6 (C): -0.2248

---

3.
Here is a cluster of 2 separate species, C5H14NO2 in total from OMol25. Energies are from wB97M-V/def2-TZVPD.

Computed properties:
Relative energy (zero: lowest compared OMol25 entry of this formula, charge and spin) in kcal/mol: 0.0
Kohn-Sham gap in eV: 11.87

```
! RIJCOSX wB97M-V def2-TZVPD def2/J DEFGRID3
* xyz 1 1
C 1.12885 -1.02622 1.14309
C 0.75627 0.41561 1.39678
C 1.76238 1.13585 2.30073
N -0.00811 -1.78284 0.52244
H 1.96485 -1.15141 0.45631
H 1.42647 -1.53415 2.06014
H -0.22528 0.42054 1.87633
H 0.65896 1.00283 0.48226
H 1.98791 0.52231 3.17361
H 2.66854 1.34853 1.73650
H 1.36511 2.07463 2.67813
H -0.83204 -1.80488 1.12190
H -0.30351 -1.41260 -0.42713
H 0.25817 -2.75672 0.37544
O -0.67585 -0.81537 -1.96274
C -1.42436 0.02363 -2.43432
O -2.01265 -0.15191 -3.61781
C -1.72058 1.37037 -1.82068
H -1.56080 -0.90737 -4.05606
H -0.84769 1.98379 -2.05019
H -1.73557 1.24725 -0.74089
H -2.63106 1.79813 -2.21384
*
```

Results of the Löwdin charge analysis, in e, for atoms 1 through 6: atom 1 (C): -0.1630, atom 2 (C): -0.2498, atom 3 (C): -0.0820, atom 4 (N): 0.1721, atom 5 (H): 0.1404, atom 6 (H): 0.1347

---

4.
Here is a cluster of 3 separate species, C5H14NO2 in total from OMol25. Energies are from wB97M-V/def2-TZVPD.

Computed properties:
Relative energy (zero: lowest compared OMol25 entry of this formula, charge and spin) in kcal/mol: 101.4
Kohn-Sham gap in eV: 9.20

```
! RIJCOSX wB97M-V def2-TZVPD def2/J DEFGRID3
* xyz 1 1
C 0.19882 2.98874 -0.71844
C -0.75286 1.90986 -0.08240
C -0.46413 0.57763 -0.87596
C -0.68571 0.45729 -2.21296
C 0.24651 -0.63142 1.14680
N 0.15566 -0.56616 -0.14969
H 0.09193 3.27348 -1.71497
H 0.01434 3.91487 -0.08170
H 1.22870 2.53029 -0.82028
H -0.67168 1.71856 0.91885
H -1.83168 2.18705 -0.26706
H -1.25797 1.33148 -2.61573
H -0.48615 -0.24226 -3.03432
H 0.45099 -1.58316 1.58990
H 0.24671 0.10948 1.83099
H 0.43564 -1.41750 -0.80401
H 0.03395 -0.60124 4.35358
H 0.07688 -2.02840 3.85532
O 0.50179 -1.24924 3.69426
H -0.06158 -3.05646 -1.93116
H 1.26692 -2.33107 -1.92736
O 0.51290 -2.70759 -1.42508
*
```

Results of the Löwdin charge analysis, in e, for atoms 1 through 6: atom 1 (C): -0.0805, atom 2 (C): -0.1582, atom 3 (C): -0.2507, atom 4 (C): 0.1008, atom 5 (C): 0.1676, atom 6 (N): 0.0876

---

5.
Here is a cluster of 2 separate species, C5H14NO2 in total from OMol25. Energies are from wB97M-V/def2-TZVPD.

Computed properties:
Relative energy (zero: lowest compared OMol25 entry of this formula, charge and spin) in kcal/mol: 40.0
Kohn-Sham gap in eV: 11.57

```
! RIJCOSX wB97M-V def2-TZVPD def2/J DEFGRID3
* xyz 1 1
O 1.50575 0.56810 2.31694
C 0.70833 1.35750 1.48834
C -0.38972 0.37130 0.80833
N 0.37109 -0.60330 -0.08356
C 0.55982 0.04546 -1.45191
C -0.21763 1.35994 -1.31086
C -1.21826 1.19161 -0.18564
H 1.29223 0.73966 3.24546
H 0.27356 2.19474 2.00628
H 1.29969 1.78192 0.69344
H -0.92706 -0.02335 1.67685
H 1.23826 -0.86112 0.38999
H -0.17406 -1.43833 -0.30343
H 0.22679 -0.52841 -2.36295
H 1.60614 0.15178 -1.73352
H -0.84984 1.71592 -2.15846
H 0.58984 2.03945 -1.13915
H -1.38235 2.17695 0.23176
H -2.18380 0.76086 -0.39940
H -0.80102 -4.77948 0.12221
H -0.58884 -4.17217 -1.36580
O -0.93891 -4.04904 -0.48493
*
```

Results of the Löwdin charge analysis, in e, for atoms 1 through 6: atom 1 (O): -0.0380, atom 2 (C): -0.1867, atom 3 (C): -0.1819, atom 4 (N): 0.1257, atom 5 (C): -0.0852, atom 6 (C): -0.1655

---

6.
Here is a cluster of 3 separate species, C5H14NO2 in total from OMol25. Energies are from wB97M-V/def2-TZVPD.

Computed properties:
Relative energy (zero: lowest compared OMol25 entry of this formula, charge and spin) in kcal/mol: 150.4
Kohn-Sham gap in eV: 4.65

```
! RIJCOSX wB97M-V def2-TZVPD def2/J DEFGRID3
* xyz 1 1
C -0.59666 2.29832 2.81800
C -0.34265 2.62861 1.35589
C 1.02175 2.26183 0.83348
C 1.82039 3.19178 0.21770
C 0.49149 -0.19258 1.25053
N 1.39901 0.96031 0.85306
H -1.65119 2.45127 3.06971
H -0.32048 1.24711 3.05535
H 0.03691 2.84686 3.55494
H -1.05016 2.02125 0.76837
H -0.61578 3.68317 1.17546
H 1.67005 4.23485 0.27758
H 2.75099 2.81745 -0.17778
H 0.22254 -0.58693 0.27066
H 1.18149 -0.78292 1.84513
H 2.39889 0.87529 0.78241
H -2.95014 -5.72661 -3.13481
H -3.35455 -4.59697 -4.14570
O -2.61992 -4.99288 -3.66594
H -0.61053 -4.95627 -3.93842
H 0.85500 -4.47666 -3.43745
O 0.26355 -5.20629 -3.62817
*
```

Results of the Löwdin charge analysis, in e, for atoms 1 through 6: atom 1 (C): -0.0880, atom 2 (C): -0.1936, atom 3 (C): -0.3124, atom 4 (C): 0.2170, atom 5 (C): 0.2305, atom 6 (N): 0.0896

---

7.
Here is a cluster of 2 separate species, C5H14NO2 in total from OMol25. Energies are from wB97M-V/def2-TZVPD.

Computed properties:
Relative energy (zero: lowest compared OMol25 entry of this formula, charge and spin) in kcal/mol: 83.1
Kohn-Sham gap in eV: 9.82

```
! RIJCOSX wB97M-V def2-TZVPD def2/J DEFGRID3
* xyz 1 1
O -2.33761 -0.54028 -2.45108
C -1.16290 -0.78016 -2.32168
C -0.30121 0.25304 -1.81959
C 0.53237 -0.01551 -0.41864
C 1.75227 0.82985 -0.56011
C -0.19615 0.33537 0.92960
N -1.00216 1.59321 -1.72667
H -0.90570 -1.87083 -2.48038
H 0.58179 0.31921 -2.61813
H 0.87473 -1.04166 -0.30663
H 2.11462 1.07332 0.42533
H 1.75296 1.68947 -1.18267
H 2.61690 0.25852 -0.97382
H -0.32706 -0.45097 1.51872
H -1.22174 0.71880 0.54059
H 0.23450 1.20257 1.45769
H -0.64756 2.30711 -2.29348
H -2.08964 1.59905 -2.11382
H -1.18097 2.03167 -0.81918
H 0.81005 -3.71859 5.68455
H -0.36744 -2.99743 5.97721
O 0.46993 -2.79578 5.55219
*
```

Results of the Löwdin charge analysis, in e, for atoms 1 through 6: atom 1 (O): 0.0749, atom 2 (C): -0.2145, atom 3 (C): -0.2068, atom 4 (C): -0.3039, atom 5 (C): -0.1025, atom 6 (C): -0.0082

---

8.
Here is a cluster of 2 separate species, C5H14NO2 in total from OMol25. Energies are from wB97M-V/def2-TZVPD.

Computed properties:
Relative energy (zero: lowest compared OMol25 entry of this formula, charge and spin) in kcal/mol: 89.8
Kohn-Sham gap in eV: 8.84

```
! RIJCOSX wB97M-V def2-TZVPD def2/J DEFGRID3
* xyz 1 1
C 0.34787 -1.41138 -1.18444
C 1.66449 1.40876 -1.02159
C -2.37160 0.47709 0.80622
C 1.18541 -0.95524 -0.09233
C 1.22137 0.49947 0.10955
N 0.98293 1.09297 1.37330
O -2.89296 -0.44325 -0.22302
O 0.82931 -1.50675 1.18045
H 0.65616 -2.29724 -1.67768
H 0.35894 -0.63992 -1.99472
H -0.66957 -1.36858 -0.88782
H 2.03640 2.29980 -0.69387
H 2.11944 0.87520 -1.83200
H 0.72448 1.73868 -1.64672
H -2.92359 0.48903 1.68335
H -2.20595 1.38381 0.31627
H 2.25156 -0.95668 -0.36061
H 0.58807 0.49207 2.12554
H -1.33206 -0.05907 1.02968
H 1.11576 1.88854 1.85428
H -3.73736 -0.94037 -0.04304
H 0.05090 -2.06694 1.17920
*
```

Results of the Löwdin charge analysis, in e, for atoms 1 through 6: atom 1 (C): 0.0040, atom 2 (C): 0.0278, atom 3 (C): -0.0844, atom 4 (C): -0.3778, atom 5 (C): -0.1106, atom 6 (N): 0.2573

---

9.
Here is a cluster of 3 separate species, C5H14NO2 in total from OMol25. Energies are from wB97M-V/def2-TZVPD.

Computed properties:
Relative energy (zero: lowest compared OMol25 entry of this formula, charge and spin) in kcal/mol: 45.4
Kohn-Sham gap in eV: 9.56

```
! RIJCOSX wB97M-V def2-TZVPD def2/J DEFGRID3
* xyz 1 1
C 3.10568 -0.99203 -0.70907
C 2.68500 0.19803 0.18662
C 1.23092 0.58199 0.16104
C 0.82990 1.84788 0.04619
C 0.32049 -1.59947 0.71618
N 0.19823 -0.36163 0.48887
H 2.66003 -0.92183 -1.69753
H 4.19319 -0.97594 -0.81137
H 2.88685 -1.97309 -0.30324
H 3.06666 0.07568 1.20099
H 3.18480 1.03152 -0.30370
H 1.60613 2.58916 0.01619
H -0.21621 2.10358 -0.04096
H -0.52140 -2.18266 1.07404
H 1.24981 -2.11708 0.55370
H -0.72872 0.07208 0.70979
H -5.17526 -0.22874 -1.39067
H -3.97525 -1.10417 -1.73431
O -4.21191 -0.22846 -1.41188
H -3.18313 0.24951 0.71404
H -2.42272 1.61968 0.66810
O -2.34833 0.69564 0.92166
*
```

Results of the Löwdin charge analysis, in e, for atoms 1 through 6: atom 1 (C): -0.0858, atom 2 (C): -0.1739, atom 3 (C): -0.2751, atom 4 (C): 0.1533, atom 5 (C): 0.1866, atom 6 (N): 0.0932

---

10.
Here is the molecule C5H14NO3P from OMol25. Energies are from wB97M-V/def2-TZVPD.

Computed properties:
Relative energy (zero: lowest compared OMol25 entry of this formula, charge and spin) in kcal/mol: 50.8
SMILES: CCOP(O)(=NC)OCC
Kohn-Sham gap in eV: 9.70

```
! RIJCOSX wB97M-V def2-TZVPD def2/J DEFGRID3
* xyz 0 1
C 2.61524 0.46511 -0.25415
C 2.00642 -0.67831 -1.05779
O 0.55795 -0.68394 -1.12811
P -0.19742 -1.01710 0.30132
O 0.43723 -2.47759 0.56070
N -0.03105 -0.13682 1.59385
C 0.06466 1.24436 1.96249
O -1.67863 -1.40947 -0.21328
C -2.58183 -0.31350 -0.29466
C -2.30739 0.81566 -1.31323
H 2.47529 1.40751 -0.96468
H 2.16043 0.48935 0.66562
H 3.58369 0.15323 -0.17902
H 2.44489 -1.70876 -0.73114
H 2.11778 -0.76474 -2.15553
H 1.01404 -2.43534 1.27334
H -0.87685 1.64509 1.97744
H 0.56320 1.74669 1.15515
H 0.51177 1.42779 2.88097
H -3.50065 -0.69298 -0.47006
H -2.76453 0.04890 0.66352
H -1.26692 1.07159 -0.98430
H -2.22485 0.33924 -2.22900
H -3.12250 1.46402 -1.05946
*
```

Results of the Löwdin charge analysis, in e, for atoms 1 through 6: atom 1 (C): -0.0602, atom 2 (C): -0.2858, atom 3 (O): -0.2388, atom 4 (P): 0.5483, atom 5 (O): -0.0962, atom 6 (N): -0.1797

---

11.
Here is the molecule C5H14NOP from OMol25. Energies are from wB97M-V/def2-TZVPD.

Computed properties:
Relative energy (zero: lowest compared OMol25 entry of this formula, charge and spin) in kcal/mol: 6.8
SMILES: CN[P@](C)(=O)C(C)C
Kohn-Sham gap in eV: 9.68

```
! RIJCOSX wB97M-V def2-TZVPD def2/J DEFGRID3
* xyz 0 1
C -2.27460 0.52689 -1.58263
N -0.79461 0.13415 -1.62548
P -0.28240 -0.79436 -0.29511
C 1.03104 -1.89779 -0.91289
O -1.32338 -1.55761 0.32861
C 0.81821 0.49490 0.76397
C 1.53281 -0.31624 1.75821
C -0.05414 1.64076 1.30477
H -2.44017 1.54365 -1.42238
H -2.65385 0.51170 -2.64772
H -2.59561 -0.19617 -0.91111
H -0.22480 0.94700 -1.98891
H 0.40467 -2.40111 -1.77343
H 1.96214 -1.35146 -1.24614
H 1.11483 -2.65262 -0.13612
H 1.51423 0.93306 -0.03292
H 2.61172 -0.22519 1.67297
H 1.22157 -0.03138 2.64208
H 1.26088 -1.32470 1.59141
H -0.75365 2.15071 0.63880
H 0.56554 2.46914 1.68206
H -0.64043 1.39669 2.19196
*
```

Results of the Löwdin charge analysis, in e, for atoms 1 through 6: atom 1 (C): -0.1143, atom 2 (N): -0.1991, atom 3 (P): 0.5341, atom 4 (C): -0.1843, atom 5 (O): -0.2986, atom 6 (C): -0.4376

---

12.
Here is the ion C5H14NOS with charge +1 from OMol25. Energies are from wB97M-V/def2-TZVPD.

Computed properties:
Relative energy (zero: lowest compared OMol25 entry of this formula, charge and spin) in kcal/mol: 14.4
SMILES: CSCC[C@H]([NH3+])CO
Kohn-Sham gap in eV: 8.76

```
! RIJCOSX wB97M-V def2-TZVPD def2/J DEFGRID3
* xyz 1 1
C 2.87898 0.05251 -2.50808
S 1.09145 -0.15432 -2.22323
C 1.05291 -0.84838 -0.53193
C 0.54887 0.18058 0.52954
C -0.86942 -0.12488 0.93071
N -1.79560 0.13696 -0.27780
C -1.43347 0.74656 2.04298
O -2.73689 0.22879 2.41837
H 2.98242 0.87821 -3.17674
H 3.28551 -0.81709 -3.01661
H 3.35389 0.29004 -1.56531
H 1.99148 -1.26670 -0.19398
H 0.30787 -1.61897 -0.68324
H 1.27357 0.13715 1.34023
H 0.59186 1.20960 0.16073
H -1.07760 -1.17218 1.12527
H -2.75666 -0.00614 0.06211
H -1.75048 -0.59839 -0.98669
H -1.64553 1.07890 -0.63559
H -1.77150 1.75459 1.83175
H -0.75755 0.64942 2.86526
H -2.76410 -0.73625 2.49227
*
```

Results of the Löwdin charge analysis, in e, for atoms 1 through 6: atom 1 (C): -0.3701, atom 2 (S): 0.7913, atom 3 (C): -0.4672, atom 4 (C): -0.2030, atom 5 (C): -0.2778, atom 6 (N): 0.2339

---

Q: The lowest Kohn-Sham gap belongs to which entry?
A: number 6